{
  "formula": "C5H8O2S",
  "method": "ωB97M-V/def2-TZVPD",
  "symbols": ["C", "C", "C", "O", "C", "O", "C", "S", "H", "H", "H", "H", "H", "H", "H", "H"],
  "xyz": [[-1.103, 2.072, -0.588], [-0.750, 1.039, 0.169], [-1.695, 0.070, 0.845], [-1.463, -1.278, 0.513], [-2.061, -1.505, -0.750], [0.614, 0.843, 0.481], [1.332, 0.062, -0.319], [2.819, -0.482, -0.019], [-0.375, 2.793, -0.966], [-2.147, 2.166, -0.867], [-2.689, 0.463, 0.537], [-1.572, 0.223, 1.922], [-1.896, -0.629, -1.411], [-3.151, -1.608, -0.596], [-1.599, -2.403, -1.184], [0.784, -0.252, -1.219]],
  "de_lowest_kj_mol": 214.20,
  "smiles": "C=C(COC)OC=S",
  "lumo_energy_ev": 0.55,
  "total_energy_ha": -743.9058,
  "orbital_gap_ha": 0.344
}

{
  "formula": "C14H10Cl2FNNa",
  "method": "ωB97M-V/def2-TZVPD",
  "symbols": ["Cl", "C", "N", "F", "C", "Cl", "C", "C", "C", "H", "H", "H", "C", "Na", "C", "C", "C", "C", "C", "C", "C", "C", "H", "H", "H", "H", "H", "H", "H"],
  "xyz": [[-1.362, -3.459, 0.145], [0.093, -3.057, -0.660], [0.048, -2.126, -1.641], [-1.254, -1.650, -2.086], [1.159, -1.679, -2.282], [0.981, -0.481, -3.474], [2.390, -2.217, -1.943], [2.479, -3.193, -0.951], [1.312, -3.613, -0.311], [3.250, -1.854, -2.472], [3.442, -3.623, -0.682], [1.312, -4.361, 0.460], [-0.354, 1.902, 2.800], [-0.757, -0.599, 2.894], [0.479, 0.497, 1.025], [-0.928, 0.292, 0.788], [-1.252, 1.609, 1.425], [0.246, 1.857, 1.497], [0.302, 3.132, 0.606], [-0.899, 3.808, 0.601], [-2.649, 2.336, -0.384], [-1.901, 2.735, 0.726], [-0.167, 2.609, 3.616], [1.275, -0.126, 1.367], [-1.587, -0.629, 0.689], [0.891, 2.907, -0.267], [-0.958, 4.817, 0.196], [-2.228, 2.653, -1.358], [-3.361, 1.511, -0.326]],
  "de_lowest_kj_mol": 243.45,
  "lumo_energy_ev": 1.71,
  "total_energy_ha": -1776.2746,
  "orbital_gap_ha": 0.089,
  "total_charge": -1
}

{
  "formula": "C5H10O",
  "method": "ωB97M-V/def2-TZVPD",
  "symbols": ["C", "C", "C", "O", "C", "C", "H", "H", "H", "H", "H", "H", "H", "H", "H", "H"],
  "xyz": [[2.535, 0.293, 0.123], [1.140, 0.573, -0.393], [0.058, -0.154, -0.100], [0.231, -1.379, 0.503], [-1.354, 0.087, -0.539], [-2.401, 0.006, 0.576], [3.295, 0.576, -0.611], [2.730, 0.875, 1.034], [2.727, -0.753, 0.398], [1.014, 1.409, -1.069], [1.027, -1.637, 0.025], [-1.581, -0.697, -1.274], [-1.403, 1.052, -1.050], [-2.269, 0.799, 1.319], [-3.405, 0.106, 0.149], [-2.350, -0.958, 1.092]],
  "de_lowest_kj_mol": 82.92,
  "smiles": "C/C=C(\\O)CC",
  "lumo_energy_ev": 0.92,
  "total_energy_ha": -271.7210,
  "orbital_gap_ha": 0.351
}

{
  "formula": "C24H17F3O10V3",
  "method": "ωB97M-V/def2-TZVPD",
  "symbols": ["O", "V", "O", "O", "V", "O", "O", "V", "O", "C", "C", "C", "O", "C", "C", "C", "O", "O", "O", "H", "H", "F", "C", "C", "C", "C", "C", "C", "H", "H", "H", "H", "H", "F", "C", "C", "C", "C", "C", "C", "H", "H", "H", "H", "H", "F", "C", "C", "C", "C", "C", "C", "H", "H", "H", "H", "H"],
  "xyz": [[-1.078, -1.887, -4.275], [0.322, -1.206, -4.283], [1.329, -1.818, -5.343], [-1.901, 2.516, 3.921], [-0.406, 1.981, 3.608], [0.328, 1.575, 4.965], [3.800, 3.597, -3.651], [2.341, 3.193, -3.900], [1.324, 4.239, -3.308], [1.342, 2.017, -0.254], [0.807, 1.746, 1.061], [0.012, 0.390, 1.246], [-0.532, 0.215, 2.324], [-0.124, -0.551, 0.129], [0.518, -0.266, -1.035], [1.275, 1.060, -1.203], [1.782, 1.486, -2.323], [0.471, -1.184, -1.960], [0.910, 2.541, 2.043], [1.740, 3.012, -0.393], [-0.678, -1.451, 0.347], [3.621, 5.587, -0.631], [2.324, 5.858, -0.587], [1.813, 6.723, -1.568], [0.444, 6.898, -1.490], [-0.334, 6.462, -0.377], [0.325, 5.870, 0.659], [1.646, 5.444, 0.572], [2.409, 6.908, -2.450], [-0.036, 7.373, -2.332], [-1.409, 6.548, -0.431], [-0.267, 5.585, 1.516], [2.151, 4.849, 1.318], [3.616, -3.344, 3.621], [2.583, -3.819, 2.849], [2.352, -3.205, 1.607], [1.236, -3.630, 0.804], [0.508, -4.726, 1.199], [0.710, -5.281, 2.501], [1.749, -4.883, 3.305], [2.901, -2.327, 1.299], [1.175, -3.159, -0.166], [-0.391, -4.952, 0.645], [-0.031, -5.996, 2.828], [1.847, -5.348, 4.275], [-4.884, -6.116, 0.040], [-4.223, -4.940, -0.267], [-3.523, -4.253, 0.722], [-3.007, -2.972, 0.409], [-3.187, -2.460, -0.826], [-3.859, -3.201, -1.842], [-4.382, -4.453, -1.557], [-3.521, -4.687, 1.711], [-2.542, -2.380, 1.183], [-2.731, -1.507, -1.049], [-3.806, -2.735, -2.814], [-4.860, -4.936, -2.396]],
  "lumo_energy_ev": [-8.68, -10.56],
  "total_energy_ha": -4807.9433,
  "spin_multiplicity": 2,
  "orbital_gap_ha": [0.158, 0.089],
  "total_charge": 2
}